No. 1
62
Properties=species:S:1:pos:R:3:forces:R:3 method="wB97M-V/def2-TZVPD" max_force_ha_per_bohr=0.057 energy_ha=-9871.02679 total_charge=+2 homo_ha=-0.503
Zn -4.2410 0.7914 -1.2773 0.1706 -0.5455 -0.2386
Zn 3.9910 3.6557 -0.4034 -0.3499 -0.2267 0.2076
Zn 3.8202 -4.1171 -1.4136 -0.5081 0.2662 -0.1758
C 7.0740 0.3875 -5.0400 0.6410 0.3189 1.3561
F 5.9216 0.7503 -5.5652 -0.3597 -0.9312 -0.2407
F 7.6672 -0.6405 -5.6802 -0.9242 1.2684 0.6987
F 7.8272 1.4942 -5.0723 0.2714 -1.0159 0.1522
S 6.7887 -0.0361 -3.1067 1.2237 0.2082 1.2320
O 5.9076 -1.2189 -2.9765 0.3388 0.5103 -0.5884
O 8.1160 -0.2291 -2.4765 -1.8897 0.0584 -1.4456
O 6.1051 1.1379 -2.5393 0.2500 -0.5828 -0.8842
C -1.2375 7.0957 -0.3046 -0.7640 1.0944 1.2976
F -1.2994 6.1211 -1.1845 -0.2681 -0.1292 -0.3321
F -0.4573 8.0765 -0.7434 -0.6126 0.0267 -0.4188
F -2.5284 7.5763 -0.0491 2.7288 -1.0385 -0.3828
S -0.3262 6.4731 1.2249 -0.9930 0.8042 2.2510
O -1.2822 5.6001 1.9102 0.9566 0.2175 -0.8772
O 0.9001 5.8269 0.7299 -0.6929 0.6071 0.1315
O -0.0670 7.6673 2.0819 0.0129 -1.8163 -1.8367
C 0.6247 -0.4192 2.5674 1.0563 -0.8409 -1.7156
F 1.8798 -0.4538 3.0723 -0.9210 0.2532 0.0783
F 0.0216 -1.5873 2.8672 0.0875 1.2065 0.1735
F -0.0368 0.6472 2.9931 0.2381 -0.7897 0.1724
S 0.7975 -0.3400 0.6494 -0.3703 2.0601 0.1176
O 1.3951 -1.5805 0.2050 0.2775 -0.4869 0.1371
O -0.5692 -0.1298 0.1998 -0.1363 -0.4733 0.0969
O 1.5969 0.8681 0.3640 0.0414 -0.8680 0.4958
C -8.5302 -2.3119 1.5649 -0.3418 -2.0775 0.1383
F -8.8863 -1.0800 1.6879 0.1207 1.5826 0.9597
F -9.2859 -3.1221 2.3298 0.8509 0.6603 0.4303
F -8.8222 -2.6610 0.3344 0.5900 -0.3915 -1.4405
S -6.6689 -2.6388 1.8961 -1.6885 -0.5801 0.5416
O -5.9869 -1.6028 1.0980 0.0852 -0.2592 0.6902
O -6.5063 -2.5435 3.3515 0.3016 0.4329 -1.5804
O -6.4730 -4.0044 1.4247 0.2918 0.9992 0.0038
O 2.7453 4.7201 -3.2761 0.2385 -0.2373 0.5511
H 2.1195 4.3185 -3.8788 -0.1492 -0.2177 -0.1189
H 2.8720 5.6057 -3.6166 0.1188 0.3465 -0.0469
O -3.1227 2.6439 -3.7066 -0.2094 -0.4096 0.5011
H -3.6493 3.3063 -4.1540 -0.2842 0.2184 -0.1150
H -2.2543 2.7204 -4.1020 0.2931 -0.0606 -0.0374
O -2.1140 -6.3559 3.3570 0.1907 0.2362 0.0822
H -2.1812 -7.2831 3.5849 -0.0969 -0.2698 0.1707
H -1.9864 -6.3506 2.4083 -0.0583 0.0392 -0.2242
O 2.2743 -4.1044 -4.1992 0.3728 -0.0127 0.6124
H 2.8185 -4.0840 -4.9864 0.2657 -0.0079 -0.2564
H 1.3772 -4.0365 -4.5258 -0.3300 -0.0060 0.0588
O 0.8178 -5.3895 6.1993 0.0098 0.0666 0.1299
H 0.2736 -5.4404 5.4135 -0.3082 -0.0078 -0.1862
H 1.6976 -5.6149 5.8969 0.2447 -0.0647 0.0371
O 1.8902 -6.1627 0.2802 0.4347 0.4805 -0.3237
H 2.2438 -6.4428 1.1245 0.1352 -0.0678 0.3083
H 1.1270 -6.7236 0.1417 -0.2418 -0.1423 -0.1987
O 5.6778 2.6800 2.2312 -0.4321 0.2823 -0.5629
H 5.6637 1.7960 2.5981 -0.1268 -0.3289 0.0753
H 6.5041 3.0538 2.5375 0.2888 0.2308 0.0603
O -3.5552 2.9685 5.8168 0.0270 -0.2164 0.0689
H -4.3453 3.2417 5.3506 -0.2459 0.0840 -0.0310
H -2.8443 3.4369 5.3792 0.2242 0.1484 -0.0458
O -3.8680 -1.6937 -3.2949 -0.0069 0.5684 0.3661
H -4.2562 -2.5658 -3.3649 -0.2794 -0.2679 0.1121
H -3.1553 -1.6962 -3.9339 0.2101 0.0942 -0.1918

No. 2
16
Properties=species:S:1:pos:R:3:forces:R:3 method="wB97M-V/def2-TZVPD" max_force_ha_per_bohr=0.134 energy_ha=-376.12833 e_above_lowest_kj_mol=315.4 total_charge=0 homo_ha=-0.330
H 1.2570 -2.5831 -1.8607 -0.5091 1.2583 2.6121
N 0.9041 -2.2492 -0.8541 2.6778 -4.7972 -4.1243
C 0.2338 -1.2276 -0.8918 -1.6006 4.7537 2.0762
N 0.1049 -0.2399 -1.8992 -0.4423 1.8800 -0.1569
C -0.4113 -1.0656 0.5060 -1.9111 -0.2630 0.2030
C -1.2393 -0.1029 0.9912 0.2126 0.7049 2.0318
N -1.1457 1.3754 0.4790 0.2148 -3.5010 1.3360
C 0.1188 1.8488 0.7633 3.2961 0.1943 1.9377
N 1.2233 1.2268 1.0938 -0.9398 0.7378 -1.3649
H 2.0786 1.8573 1.1835 -2.0079 -0.6574 -0.0481
H -0.2890 0.7656 -1.7409 0.7255 -3.0729 0.3913
H 0.8767 -0.1427 -2.5733 -0.5262 -0.6599 0.7059
H -0.3081 -2.0713 1.0900 -0.3388 2.1863 -1.1544
H -1.7437 -0.2600 2.1376 1.4439 0.6848 -3.5364
H -1.8138 2.0216 0.9012 -0.0779 -0.6127 -0.3396
H 0.1237 2.9044 0.9140 -0.2171 1.1641 -0.5693

No. 3
80
Properties=species:S:1:pos:R:3:forces:R:3 method="wB97M-V/def2-TZVPD" max_force_ha_per_bohr=0.052 energy_ha=-4924.20682 multiplicity=3 e_above_lowest_kj_mol=266.2 total_charge=-1 homo_ha="-0.139 / -0.138"
C -4.2125 1.0346 -3.7596 -0.4295 0.2646 -0.0562
C -3.2055 1.8632 -3.0307 0.7640 0.4226 0.5690
H -4.9830 1.6897 -4.1771 -0.1162 -0.2798 -0.0493
H -4.6817 0.2962 -3.0988 0.1383 0.0970 -0.0731
H -3.7362 0.4942 -4.5916 -0.0352 0.0634 0.2259
C -3.2437 3.2085 -3.0191 0.2342 -0.5536 -0.1948
C -4.2865 4.0720 -3.6581 -0.2919 0.4478 -0.0620
H -2.4427 3.8165 -2.5905 -0.1943 -0.6371 -0.0137
H -5.2809 3.9325 -3.2087 0.1217 -0.0002 -0.2320
H -4.3595 3.9316 -4.7483 -0.0820 0.0294 0.2752
H -3.9916 5.1141 -3.4698 -0.2949 -0.1320 -0.2341
Ni 1.4958 -2.6815 0.3287 -0.9121 1.0140 -0.3466
Cl 3.0312 -2.7371 -1.1721 0.8976 -0.3938 -0.7800
Cl 0.4368 -2.8898 2.1758 -0.5257 -0.4033 0.9626
H 4.9680 -4.9966 4.0455 -0.0464 0.2211 0.0563
H 3.7028 -6.0189 2.5504 -0.1085 0.2212 -0.2409
C 4.3965 -4.0621 4.0294 -0.0034 0.0882 0.0227
C 3.1459 -5.1523 2.1760 -0.5223 0.3367 -0.1616
N 3.7243 -3.9429 2.7445 0.1970 -0.3828 0.2115
H 5.0578 -3.2051 4.1545 -0.0048 -0.1406 0.0022
C 3.5678 -2.7242 2.2114 0.2321 1.1553 0.0402
O 4.1038 -1.6965 2.6162 -0.6035 -1.0925 -0.3870
H 3.1928 -5.1068 1.0824 0.1566 -0.1081 0.1482
H 2.8542 -2.6881 1.3137 2.0435 -0.2296 1.4534
H 3.6768 -4.0610 4.8622 0.0982 -0.0668 -0.2187
H 2.0857 -5.2427 2.4443 0.1780 -0.1009 0.1153
H -1.8366 0.0643 1.4888 0.0944 0.2591 0.0936
H -3.3572 2.0743 0.4406 0.0557 -0.0463 0.2198
C -1.4836 0.7813 2.2353 0.0505 -0.3354 0.0248
C -3.0490 2.4736 1.4178 0.2151 0.0568 -0.2837
N -1.6619 2.1177 1.7040 0.0645 0.6503 0.9511
H -0.4288 0.5717 2.4122 -0.2468 0.1771 0.0584
C -0.7357 3.0818 1.9491 0.1460 -0.8623 0.5391
O 0.3324 2.9027 2.5468 -0.8653 0.4428 -0.5532
H -3.1487 3.5650 1.4260 -0.0606 -0.1686 -0.0849
H -1.0267 4.0707 1.5420 -0.0152 -0.2821 0.2872
H -2.0660 0.6668 3.1647 0.1066 -0.0185 -0.1432
H -3.7061 2.0558 2.1942 0.1696 0.1234 -0.1015
O -2.4245 0.1822 -1.3884 -0.9798 -0.0175 1.4962
C -2.0703 1.0127 -2.3704 0.4958 0.0632 -0.6314
C -0.9817 2.9341 -1.0978 0.3745 0.3477 0.0030
C -0.8759 1.9313 -2.0527 -0.4909 -0.3584 -0.7043
H -1.9411 3.0486 -0.5914 0.5769 -0.0588 -0.0963
C 0.0868 3.8102 -0.8716 -0.3960 -0.3757 -0.2101
H -1.7493 0.3527 -3.2106 0.4054 0.3707 -0.6337
C 0.2750 1.8132 -2.8263 0.2372 0.5515 0.2209
H 0.0337 4.5470 -0.0683 0.1046 -0.0410 -0.4216
C 1.2235 3.7165 -1.6692 0.1961 0.0021 0.0730
C 1.3122 2.7360 -2.6607 -0.0535 -0.1940 0.0588
H 0.3321 1.0026 -3.5595 0.0530 0.3396 0.1904
H 2.0500 4.4037 -1.4782 -0.1350 -0.1941 -0.1929
H 2.1971 2.6750 -3.2948 -0.1062 0.0123 0.2009
Si -2.1430 -2.8903 -0.7032 1.5435 -0.1317 0.2372
Cl -0.0583 -2.0436 -1.0703 -2.4723 -0.1227 -1.0131
C -2.7756 -2.4800 0.9871 -0.0597 0.0606 0.2055
C -1.5315 -4.7020 -0.6806 -0.1957 0.0041 -0.1357
C -3.2762 -2.4430 -2.0802 -0.2650 -0.2287 -0.2814
H -2.8682 -1.3958 1.1090 -0.1049 -0.3095 -0.0809
H -2.1234 -2.8920 1.7752 -0.3351 0.2139 -0.3829
H -3.7832 -2.9261 1.0701 0.2645 0.1223 -0.0144
H -3.9530 -1.6365 -1.7727 0.4654 -0.0446 -0.0923
H -3.8679 -3.3325 -2.3167 -0.0474 -0.1564 -0.0719
H -2.7386 -2.1489 -2.9876 -0.0967 0.1139 0.2210
H -0.8882 -4.9239 -1.5438 -0.2073 0.1208 0.1279
H -2.3595 -5.4256 -0.6901 0.0736 0.1563 0.0128
H -0.9370 -4.8998 0.2263 -0.2082 0.2357 -0.2025
C 3.8072 1.5296 2.7933 0.3927 0.2568 -0.1581
N 2.9492 1.8319 1.6447 -0.7254 0.4183 0.4233
C 2.6577 0.9045 0.6957 -0.5869 -0.2927 -0.0916
S 1.0435 0.5987 0.2798 0.8684 -0.6101 -0.1217
N 3.6413 0.2396 0.0775 0.1587 -0.3970 -0.2013
C 5.0714 0.4522 0.2227 0.0411 -0.1858 -0.0903
H 4.7344 2.0925 2.6415 0.2130 -0.3432 0.4610
H 3.9954 0.4479 2.9199 -0.0818 0.6383 -0.1694
H 3.3188 1.9219 3.6963 0.0976 -0.1824 -0.2641
H 2.1020 2.3495 1.9331 0.4416 -0.5683 -0.3670
H 3.3466 -0.5578 -0.5132 0.2100 0.8800 0.5123
H 5.5394 0.2540 -0.7522 -0.0994 0.0553 0.2544
H 5.2898 1.4977 0.4914 -0.1518 -0.4671 0.0250
H 5.4909 -0.2609 0.9550 -0.0193 0.4797 -0.1344